Record 1
Molecular formula: C46H62FN3O4PPtSb
Method: DFT, wB97M-V/def2-TZVPD

Element x y z (Å)
Pt 1.9915 0.6797 -0.5535
Sb 2.6573 1.4947 1.9340
P 2.7274 -5.2350 -1.0129
F 3.7875 0.0553 -0.8673
O 0.2570 1.6150 -0.6118
O -0.8108 -1.1435 0.2264
O -4.0193 0.3822 -0.6749
O -2.7350 2.2453 -0.9507
N 0.4214 -5.7880 -2.5260
N 1.6825 -3.8052 -3.1701
N 0.3440 -3.7816 -1.0099
C -1.3396 5.3232 -1.6379
C -4.6890 2.0190 -2.3012
C -0.5505 1.5669 -1.8074
C -2.8281 1.8760 3.6368
C -2.6944 -0.1463 -1.0230
C 1.6596 -0.2821 -4.9741
C 0.7764 -3.0678 -2.2393
C -0.8267 3.0429 -2.1925
C -2.9083 -2.1016 0.6554
C 1.5592 -4.1092 -0.2280
C -2.0128 1.1263 -1.6026
C 1.3167 1.5298 -3.4366
C 2.1039 0.9315 -4.4112
C -2.9974 -4.0304 2.0977
C 0.5198 -0.9238 -4.5282
C -0.3542 -4.9885 -1.5231
C -1.8496 5.5608 -2.9424
C -1.7711 4.5301 -3.9078
C -3.7657 0.8718 3.3378
C -3.6157 -0.0152 2.3426
C -2.4043 -2.8739 1.6797
C -1.7543 1.9626 2.7998
C -0.7317 4.1054 -1.2992
C 1.0061 -4.9737 -3.6334
C 1.4289 -0.8314 3.4005
C 0.2142 0.8565 -2.9071
C -2.1717 -0.7809 0.2893
C 5.3780 1.7631 3.3596
C 2.2976 3.9832 3.9898
C 2.7591 0.5957 5.0692
C -4.7579 -3.7194 0.4607
C -0.2064 -0.3417 -3.4518
C 2.9448 -4.1282 -2.4545
C -4.0447 -2.5302 0.0093
C 2.3328 3.5716 2.4428
C -4.2067 -4.4699 1.5130
C -1.1887 3.3358 -3.5091
C 3.3887 4.3970 1.7627
C 1.5750 -6.4112 -1.8533
C -2.4831 0.1542 1.4392
C 5.1702 -0.2973 1.9621
C -1.5924 1.1308 1.7067
C 1.9049 0.5437 3.7869
C 4.8373 1.2134 2.0748
C -4.7040 2.5773 0.2483
C -4.0832 1.8031 -0.9338
H 0.9549 -1.3670 4.2555
H -2.3348 1.1433 -2.6771
H 5.2382 1.6614 1.1764
H 1.1521 -4.5525 0.6818
H -0.7217 1.2798 1.0580
H 3.1768 4.5181 0.6663
H 4.3524 3.9979 1.7827
H 1.6754 3.2538 4.5948
H 1.3318 -2.1958 -1.9294
H 2.2091 -1.4898 3.1297
H -4.7398 0.9371 3.8790
H 4.7824 -0.8310 1.0818
H -0.0593 -2.7737 -2.8351
H -2.5763 -4.6596 2.8735
H 4.8858 -0.8586 2.8785
H -4.3135 -0.8448 2.3246
H -1.2315 2.5042 -4.2528
H 0.1210 -4.5828 -4.1879
H 5.0477 1.2136 4.2115
H 0.3221 -1.9248 -4.8213
H -4.9371 3.5773 -0.1050
H -4.0028 1.8112 -3.1251
H 1.5231 2.4981 -2.9961
H 2.1959 0.3406 5.9903
H -5.6147 2.0805 0.6661
H 6.2522 -0.4179 1.8499
H 3.2435 1.5696 5.1627
H 3.5392 -0.1851 4.9993
H 2.3527 -0.7922 -5.6217
H 3.0334 1.4300 -4.7765
H -0.3042 3.8402 -0.3112
H 3.5976 -4.5493 -3.2231
H -3.0894 2.4710 4.4506
H 3.4260 5.3866 2.1148
H -4.6584 -5.4231 1.8364
H -2.8372 -0.8978 -1.7805
H 3.4045 -3.1192 -2.2049
H -2.2780 4.6097 -4.8515
H -0.5118 -5.6791 -0.7071
H -5.6319 -4.0346 -0.1034
H 1.8980 5.0140 4.0305
H -5.2252 2.9321 -2.4503
H 1.3076 -7.2661 -1.1520
H -0.7038 -1.9828 -0.0887
H -1.0711 2.7766 2.9280
H -1.3030 -4.6798 -2.0463
H -5.4987 1.3175 -2.4100
H -1.2558 6.2045 -0.9956
H -1.0357 -0.8175 -3.1010
H 5.2309 2.8571 3.4492
H -2.1356 6.6003 -3.2453
H 0.7117 -0.6882 2.5347
H -4.4523 -2.0267 -0.8481
H 1.6503 -5.4901 -4.3190
H 3.3313 3.8119 4.3166
H 1.4124 3.7675 2.0935
H 2.1517 -6.9962 -2.6457
H -3.9982 2.6922 1.0738
H 0.9732 1.0629 4.0404
H -1.4816 -2.5219 2.2190
H 2.0975 -3.1909 0.0099
H 6.4772 1.6106 3.4011

E_tot in Eh: -3055.803203
Multiplicity: 3
Gap between HOMO and LUMO (spin up / spin down) in eV: 7.61 / 7.43
LUMO level (spin up / spin down) in eV: 0.6 / -0.9
HOMO level (spin up / spin down) in eV: -7.01 / -8.36

Atomic partial charges in e from the Löwdin method, atoms 1 to 8: 0.96, 1.52, 0.97, -0.63, -0.42, 0.02, -0.04, -0.03

Record 2
Molecular formula: C46H62N5O5Ti
Method: DFT, wB97M-V/def2-TZVPD

Element x y z (Å)
Ti -0.3130 0.0847 0.0259
O -1.4640 2.9430 1.5910
O -1.9314 0.1865 2.7371
O -1.5750 0.5436 -3.2057
O -1.0092 2.6058 -1.2108
O -3.5473 0.7699 -1.4698
N 0.8028 0.6494 1.6260
N -0.1045 -1.3033 -1.5160
N -0.4334 -1.7033 1.0826
N -2.3205 0.2723 0.4466
N 1.2989 0.9766 -0.9444
C -4.1606 -0.2100 1.9176
C -4.7164 0.1946 0.5569
C 1.5972 2.2136 3.1311
C -0.7645 -3.9960 4.0848
C 2.0021 -3.4817 -4.7928
C -1.5790 4.0008 0.6683
C -1.9598 -5.9648 1.1530
C 1.4930 1.0296 3.7936
C -0.9981 -2.3307 -1.6738
C 3.3217 4.0885 -1.4896
C 1.5768 -0.3378 -2.9771
C -0.8425 2.7142 -2.6265
C 4.6595 4.0093 -0.7421
C -0.2786 -3.3175 5.3668
C 1.7378 0.7694 5.2468
C 0.4651 0.9885 6.0776
C 1.7748 2.2135 -0.5707
C -2.6247 -4.6802 1.6691
C -1.9978 3.4997 -0.6842
C 2.1021 3.5203 3.6594
C 0.9983 0.0634 2.8565
C -1.3580 -2.6482 0.6870
C -1.7883 -4.0539 -3.3948
C -1.8243 1.9162 -3.4302
C -1.7126 -2.8780 -0.6253
C -1.8200 -4.4244 -4.8742
C 2.6292 2.7643 -1.5810
C -1.1899 3.4135 2.8981
C -0.9007 -2.9094 -2.9862
C -2.6855 0.0870 1.8004
C -0.1128 -2.0296 2.3820
C 4.8570 0.9767 -3.6314
C 3.6342 3.6103 3.6456
C 1.8818 0.7291 -2.1696
C -3.4921 0.4570 -0.3069
C 0.8025 -2.5344 -4.9238
C -2.5300 -0.3093 -3.8122
C 2.7375 1.8154 -2.5538
C -1.6666 -3.5338 1.7676
C 1.2522 1.9487 1.7646
C -0.8444 -3.2017 2.8046
C 3.5949 1.8368 -3.7817
C 0.6456 -1.2164 3.1900
C 0.1410 -2.2761 -3.6019
C 1.6295 2.7339 0.7000
C 0.6099 -1.2661 -2.6887
H -1.6466 2.1610 -4.4884
H -2.4280 -3.6606 -0.8352
H 2.0167 3.7247 0.8991
H -2.5540 -1.2457 -3.2556
H 5.4540 1.3139 -2.7822
H -0.3622 0.3944 5.6813
H -1.0801 2.5446 3.5427
H 4.0766 2.8314 4.2683
H 3.4979 4.4664 -2.4973
H -0.9358 3.7681 -2.9027
H -0.6190 4.5305 0.5837
H 0.0854 -2.9472 -5.6260
H 3.9724 4.5776 4.0193
H -2.8584 2.1866 -3.1839
H 4.6001 -0.0705 -3.4585
H -2.0059 4.0476 3.2603
H 5.4763 1.0322 -4.5274
H 0.1700 2.3952 -2.8708
H 1.7369 3.6535 4.6798
H -1.1716 -6.2911 1.8335
H -1.5003 -4.9354 -2.8133
H -0.7911 -2.3701 5.5436
H 0.1608 2.0365 6.0508
H 4.0214 3.4809 2.6331
H -2.6874 -6.7727 1.0655
H -5.2985 1.1159 0.5849
H -2.0844 -3.5681 -5.4970
H 4.5373 3.5314 0.2314
H -0.1429 -4.8769 3.8970
H -2.5700 -5.1981 -5.0388
H -0.4845 -3.9696 6.2155
H -2.2592 -0.5121 -4.8539
H 1.1295 -1.5865 -5.3549
H 2.4746 -3.6505 -5.7607
H -0.2616 3.9988 2.9153
H -2.3301 4.7254 1.0099
H -1.7667 -4.3856 4.2720
H -4.5757 0.3214 2.7703
H -4.2626 -1.2798 2.1100
H 5.3823 3.4202 -1.3088
H 2.5340 1.4252 5.6031
H -2.0540 4.3807 -1.3288
H 1.6821 4.3418 3.0746
H -3.4594 -4.4066 1.0192
H 3.0187 1.4926 -4.6444
H -1.5049 -5.8061 0.1733
H -3.0542 -4.8724 2.6527
H 3.8809 2.8672 -3.9975
H 0.6248 0.7082 7.1194
H 5.0810 5.0030 -0.5860
H 1.6878 -4.4481 -4.3940
H 2.7511 -3.0722 -4.1127
H -3.5287 0.1320 -3.7785
H -2.9777 3.0239 -0.6627
H -0.8636 -4.8218 -5.2153
H -2.8076 -3.8131 -3.0796
H 0.8648 -1.5429 4.1903
H -5.3303 -0.5628 0.0736
H 2.0807 -0.4038 -3.9309
H 0.7982 -3.1432 5.3615
H 2.6636 4.8127 -1.0041
H 2.0971 -0.2513 5.3895

E_tot in Eh: -3289.438455
ΔE to the lowest compared entry with this formula, charge and spin in kJ/mol: 102.2
Gap between HOMO and LUMO in eV: 5.65
LUMO level in eV: -3.7
HOMO level in eV: -9.34
Net charge: +1

Atomic partial charges in e from the Löwdin method, atoms 1 to 8: 1.35, -0.20, 0.09, -0.20, -0.17, 0.07, 0.04, 0.05